# C36H53AsFIrN7S2Si3

A structure of composition C36H53AsFIrN7S2Si3 (the ωB97M-V functional and the def2-TZVPD basis, OMol25).

XYZ file:
```
104
Properties=species:S:1:pos:R:3:forces:R:3:lowdin_charge:R:1
Ir -0.775 -0.904 -0.547 -1.3 0.2 -0.8 0.685
C 4.856 -3.007 0.998 0.0 0.0 0.0 -0.071
C 3.547 -3.568 1.532 -0.1 0.0 -0.2 -0.207
N 2.497 -3.553 0.504 0.3 -0.1 0.3 0.013
C 1.389 -2.815 0.522 0.0 0.1 0.2 -0.752
S 0.322 -2.944 -0.830 0.1 0.5 0.0 0.673
N 1.154 -2.070 1.596 0.4 -0.7 -0.4 -0.044
N 0.067 -1.299 1.565 -0.5 0.2 0.0 -0.065
C -0.368 -1.036 2.767 0.0 0.5 0.6 -0.268
C 0.298 -1.603 3.993 -0.1 0.2 0.0 -0.012
C -1.624 -0.301 2.950 0.1 -0.8 0.1 -0.133
C -2.518 -0.676 3.944 -0.3 -0.3 0.1 0.047
C -3.845 -0.297 3.859 0.1 -0.1 0.3 0.016
C -4.278 0.422 2.751 -0.1 -0.1 -0.2 -0.002
C -3.325 0.920 1.905 -0.1 0.2 -0.3 -0.047
N -2.016 0.657 2.085 0.4 0.7 0.2 0.021
H 5.603 -2.980 1.794 0.0 0.0 -0.1 0.085
H 4.719 -1.989 0.623 0.0 -0.1 0.0 0.053
H 5.252 -3.625 0.189 0.0 0.1 0.0 0.083
H 3.188 -2.984 2.372 -0.1 0.0 0.0 0.100
H 3.685 -4.595 1.869 0.0 0.0 0.0 0.123
H 2.619 -4.150 -0.297 0.1 0.0 -0.1 0.125
H 1.368 -1.665 3.826 0.0 0.0 0.0 0.074
H -0.051 -2.619 4.202 0.0 0.0 0.0 0.102
H 0.108 -0.978 4.866 -0.1 -0.1 0.0 0.092
H -2.177 -1.331 4.734 -0.1 0.0 -0.1 0.131
H -4.552 -0.594 4.626 0.1 -0.1 -0.1 0.134
H -5.327 0.612 2.571 0.1 0.1 0.0 0.129
H -3.561 1.535 1.047 0.0 0.2 0.2 0.128
N -4.549 -2.623 -1.093 -0.1 -0.2 0.1 0.203
C -4.120 -3.685 -0.294 -0.2 0.2 -0.2 -0.162
C -4.717 -4.900 0.034 0.0 0.0 -0.1 0.003
C -4.011 -5.714 0.893 0.0 0.0 0.0 -0.056
C -2.762 -5.328 1.417 0.0 0.0 0.0 -0.055
C -2.178 -4.125 1.083 0.0 0.0 0.1 -0.034
C -2.877 -3.301 0.200 0.1 0.2 -0.1 -0.216
N -2.570 -2.036 -0.324 0.9 -0.5 0.8 -0.012
C -3.591 -1.677 -1.053 -0.3 0.1 -0.1 -0.278
C -3.617 -0.331 -1.589 0.3 -0.2 0.2 -0.308
C -4.617 0.335 -2.204 -0.3 0.1 -0.2 -0.301
S -4.167 1.959 -2.443 0.0 0.2 -0.1 1.129
C -2.673 1.657 -1.701 0.1 -0.1 0.0 -0.471
N -2.486 0.425 -1.300 0.0 0.0 0.1 -0.085
H -5.410 -2.579 -1.611 0.0 0.0 0.0 0.175
H -5.683 -5.191 -0.359 0.1 0.0 0.0 0.122
H -4.428 -6.673 1.177 0.0 0.1 0.0 0.117
H -2.252 -5.997 2.100 0.0 0.0 -0.1 0.115
H -1.221 -3.823 1.485 0.0 0.0 0.0 0.085
H -5.587 -0.033 -2.510 0.1 0.0 0.0 0.097
H -1.950 2.439 -1.578 0.2 0.1 0.0 0.047
F -1.059 6.940 3.641 0.0 0.0 0.0 0.100
C -1.083 5.669 3.240 0.0 0.0 0.0 -0.272
C 0.086 4.938 3.260 0.1 0.0 0.0 0.027
C 0.052 3.626 2.817 0.1 0.0 0.1 -0.035
C -1.126 3.044 2.356 -0.1 -0.1 0.1 -0.194
C -0.972 1.671 1.731 -0.3 0.1 -0.4 -0.074
C -2.294 3.808 2.371 0.0 0.0 0.0 -0.025
C -2.280 5.122 2.817 -0.1 -0.1 0.0 0.022
H 0.998 5.393 3.626 0.0 0.0 0.0 0.134
H 0.969 3.045 2.837 0.0 0.0 0.0 0.111
H -0.031 1.251 2.059 0.1 -0.1 -0.1 0.094
H -0.915 1.766 0.658 -0.1 -0.1 -0.5 0.068
H -3.243 3.398 2.048 0.1 0.1 0.0 0.098
H -3.181 5.722 2.835 0.1 0.0 0.0 0.131
C 2.737 3.046 0.204 0.0 0.3 0.1 -0.205
Si 2.954 1.236 -0.173 -0.3 0.0 -0.3 0.298
C 4.485 0.946 -1.170 0.3 0.0 -0.1 -0.196
C 2.982 0.370 1.457 0.1 -0.1 0.3 -0.203
As 1.103 0.505 -1.536 0.4 -0.4 0.3 0.773
Si 0.789 2.557 -2.745 -0.2 -0.2 0.2 0.303
C -0.336 2.130 -4.171 -0.2 0.0 -0.1 -0.212
C 2.399 3.182 -3.402 0.3 0.1 -0.1 -0.192
C 0.098 3.898 -1.622 -0.3 0.1 0.1 -0.215
Si 1.970 -0.911 -3.307 -0.2 0.0 0.2 0.298
C 3.083 -2.237 -2.624 0.3 -0.2 0.1 -0.228
C 0.428 -1.611 -4.083 -0.1 -0.1 -0.2 -0.230
C 2.933 0.032 -4.577 0.2 0.2 -0.2 -0.210
H 3.369 3.292 1.065 -0.1 0.0 -0.1 0.054
H 1.705 3.299 0.463 0.1 0.0 0.1 0.002
H 3.047 3.692 -0.619 0.0 0.0 0.1 0.021
H 5.375 1.175 -0.572 -0.1 0.0 -0.1 0.053
H 4.497 1.602 -2.046 0.0 -0.1 0.1 0.027
H 4.570 -0.085 -1.516 0.0 0.0 0.0 0.014
H 3.913 0.635 1.974 -0.1 0.0 0.0 0.059
H 2.931 -0.714 1.377 0.0 0.1 0.1 -0.008
H 2.145 0.700 2.084 0.1 -0.1 0.0 0.018
H 0.256 1.736 -5.001 -0.1 0.0 0.0 0.031
H -0.863 3.020 -4.538 0.1 -0.1 0.0 0.048
H -1.078 1.371 -3.911 0.0 0.0 0.0 0.009
H 2.949 2.430 -3.964 0.0 0.1 0.0 0.003
H 3.050 3.564 -2.616 0.0 0.0 -0.1 0.020
H 2.178 4.012 -4.084 0.0 -0.1 0.1 0.063
H -0.730 4.435 -2.102 0.1 -0.1 0.0 0.045
H 0.880 4.636 -1.426 -0.1 -0.1 0.0 0.043
H -0.244 3.541 -0.646 0.0 0.1 0.0 -0.001
H 2.525 -3.167 -2.507 0.1 0.1 0.0 0.000
H 3.518 -1.981 -1.655 0.0 -0.1 -0.1 0.001
H 3.903 -2.412 -3.332 -0.1 0.0 0.1 0.052
H -0.335 -1.809 -3.332 -0.1 0.0 0.0 -0.035
H 0.655 -2.557 -4.588 0.0 0.1 0.0 0.051
H 0.012 -0.923 -4.826 0.0 -0.1 0.1 0.031
H 3.812 0.518 -4.147 0.0 -0.1 -0.1 0.029
H 2.338 0.782 -5.102 0.1 -0.1 0.0 0.020
H 3.287 -0.688 -5.325 0.0 0.0 0.1 0.056
```
Positions in Å, forces in eV/Å.

The net charge is +2. The gap between HOMO and LUMO (spin up / spin down) is 0.230 / 0.231 Eh. The total energy comes out at -160312.494 eV. As for the energy relative to the best compared isomer or geometry (same formula, charge and spin): 216.8 kJ/mol. Its HOMO energy (spin up / spin down) is -12.4553 / -12.4624 eV. As for the multiplicity: 2.

# C24H42BrCl2F6MgN3Na2O15

A structure of composition C24H42BrCl2F6MgN3Na2O15 (the ωB97M-V functional and the def2-TZVPD basis, OMol25).

XYZ file:
```
96
Properties=species:S:1:pos:R:3:forces:R:3:lowdin_charge:R:1
C 4.576 -2.058 3.098 -0.5 0.8 -0.5 -0.044
C 3.849 -1.464 1.851 0.5 -0.9 0.5 -0.253
C 2.577 -2.286 1.490 1.4 0.6 0.1 -0.567
Cl 2.723 -2.717 -0.212 -0.3 0.5 0.3 0.752
N 1.221 -1.606 1.729 -0.6 -1.9 -0.8 -0.026
C 0.178 -2.669 1.921 -0.5 0.3 -0.8 -0.231
C -1.265 -2.188 1.749 -0.7 -0.1 1.1 -0.183
C -2.193 -2.571 2.978 -0.1 -0.2 -1.4 -0.433
Cl -3.254 -1.186 3.524 0.4 -1.5 1.2 0.690
N 1.267 -0.505 2.718 -1.3 1.0 0.8 0.113
C 0.639 0.680 2.309 0.6 -0.1 0.2 -0.482
O 1.159 1.440 1.564 1.1 0.5 -1.4 0.178
F -0.533 1.013 2.781 -0.6 -0.6 0.9 0.195
C 1.138 -0.866 4.107 1.3 -0.1 1.8 -0.440
O 2.076 -0.793 4.828 -0.1 0.0 -0.7 0.250
F -0.024 -1.221 4.590 -0.6 0.1 -1.1 0.204
H 5.347 -2.745 2.767 0.1 -0.1 0.0 0.092
H 5.027 -1.227 3.630 0.2 -0.2 0.4 0.084
H 3.890 -2.596 3.742 0.0 0.1 0.2 0.078
H 3.716 -0.383 1.937 -0.4 -1.4 0.8 0.027
H 4.553 -1.609 1.038 -0.2 0.1 -0.3 0.088
H 2.602 -3.174 2.113 -0.4 -0.3 -0.2 0.125
H 1.002 -1.163 0.829 0.0 0.1 0.0 0.163
H 0.336 -3.515 1.004 0.3 0.3 0.5 -0.190
H 0.328 -3.249 2.828 0.4 0.2 0.1 0.142
H -1.342 -1.109 1.520 0.3 -0.2 0.1 0.066
H -1.706 -2.700 0.891 0.2 -0.1 -0.1 0.117
H -1.648 -2.999 3.810 -0.1 0.3 0.3 0.071
H -2.901 -3.340 2.658 0.1 -0.2 0.1 0.054
O -0.896 1.960 8.063 0.4 -0.4 -0.9 0.050
C -2.040 1.953 7.614 -1.6 2.2 5.2 -0.251
C -1.882 1.316 5.918 1.5 -2.0 -5.1 -0.319
O -3.006 1.299 5.426 -0.4 0.3 0.4 -0.020
H -2.569 2.912 7.459 0.4 0.2 -1.0 0.137
H -2.792 1.273 8.054 0.3 -0.9 -0.7 0.140
H -1.354 0.355 6.050 -0.5 -0.2 1.3 0.107
H -1.118 1.979 5.461 -0.3 1.0 0.8 0.114
Na -3.116 0.509 2.003 -0.4 1.6 -0.9 0.493
Na 3.565 1.196 1.248 -0.3 1.4 -0.6 0.765
C 0.569 0.166 -2.751 0.1 -0.1 -0.2 -0.126
O 0.803 -1.032 -3.438 -0.4 0.2 0.2 -0.203
C 0.488 -2.202 -2.685 0.2 -0.1 -0.4 -0.220
C -0.210 -3.246 -3.529 -0.1 -0.3 -0.1 -0.171
O -1.541 -2.929 -3.913 0.0 0.1 0.0 -0.107
C -1.760 -1.872 -4.833 0.0 0.0 0.1 -0.178
C -1.266 -2.125 -6.242 0.0 0.3 0.0 -0.171
O 0.158 -2.097 -6.307 0.2 -0.2 0.2 -0.259
C 0.721 -3.116 -7.086 -1.3 -0.1 0.0 -0.254
H 1.396 0.383 -2.053 -0.1 0.1 0.1 0.069
H 0.508 0.971 -3.482 0.1 0.0 0.0 0.094
H -0.380 0.138 -2.200 0.0 0.0 0.1 0.083
H -0.142 -1.964 -1.818 0.0 0.1 0.0 0.110
H 1.430 -2.620 -2.323 -0.2 -0.2 0.0 0.051
H -0.295 -4.145 -2.915 -0.1 0.1 0.1 0.100
H 0.392 -3.521 -4.395 0.1 0.2 0.0 0.116
H -1.376 -0.927 -4.445 0.2 0.0 -0.1 0.113
H -2.846 -1.765 -4.887 0.0 -0.1 0.0 0.133
H -1.641 -1.330 -6.896 -0.2 -0.1 0.0 0.132
H -1.660 -3.081 -6.598 0.1 0.0 0.0 0.132
H 0.260 -4.089 -6.887 0.0 0.0 -0.1 0.111
H 1.770 -3.190 -6.807 -2.0 -1.5 0.6 -0.204
H 0.647 -2.873 -8.155 0.2 -0.2 -0.1 0.089
N -2.974 -6.199 3.193 0.1 0.1 0.2 -0.637
O -2.822 -5.535 4.254 0.1 0.2 -0.1 -0.103
O -3.120 -5.581 2.109 0.0 0.4 -0.2 -0.110
O -2.970 -7.429 3.216 0.0 0.1 0.0 -0.029
C -5.258 5.521 6.055 0.0 0.1 -0.7 -0.105
C -5.181 6.490 4.896 -0.4 0.0 1.0 -0.172
O -4.378 5.909 3.827 0.4 0.3 -0.5 0.037
C -4.969 5.054 3.039 -0.3 0.5 0.8 -0.441
O -6.111 4.710 3.057 -0.2 -0.4 -0.5 0.179
C -3.942 4.540 2.030 0.6 -0.1 -0.3 -0.526
F -2.781 4.210 2.627 0.1 -0.2 0.1 0.139
F -3.649 5.440 1.089 -0.2 0.1 0.0 0.174
F -4.360 3.431 1.394 -0.2 -0.3 0.0 0.133
H -4.261 5.233 6.380 0.0 0.2 0.2 0.064
H -5.779 5.953 6.905 0.2 -0.2 0.2 0.064
H -5.779 4.609 5.767 -0.1 0.0 0.1 0.077
H -4.670 7.401 5.202 0.3 -0.1 -0.3 0.120
H -6.164 6.782 4.526 0.1 -0.2 -0.3 0.121
Mg 3.067 -2.297 -7.208 2.9 1.8 -0.6 0.524
Br 0.498 -4.992 0.011 -0.2 -0.5 -0.4 0.063
C 3.582 1.890 -7.337 -0.2 0.3 -0.2 -0.047
C 5.082 2.024 -7.312 -0.6 -0.1 0.0 -0.340
C 5.627 2.829 -6.160 0.2 -0.1 0.2 -0.109
O 6.868 3.306 -6.688 -0.2 0.0 -0.1 0.058
C 6.719 3.385 -8.043 -0.2 -0.1 0.1 -0.558
O 7.489 3.908 -8.768 0.3 0.2 -0.2 0.181
O 5.564 2.785 -8.433 0.3 0.0 0.3 0.086
H 3.095 2.856 -7.183 0.1 0.0 0.0 0.087
H 3.247 1.520 -8.305 0.0 -0.2 0.0 0.081
H 3.242 1.203 -6.563 0.1 -0.1 0.0 0.052
H 5.546 1.034 -7.361 0.1 0.0 0.1 0.150
H 5.791 2.232 -5.265 0.2 0.0 0.0 0.134
H 5.004 3.692 -5.908 -0.1 -0.1 -0.1 0.136
F -5.310 4.773 8.553 0.2 -0.2 0.1 -0.778
```
Positions in Å, forces in eV/Å.

The gap between HOMO and LUMO is 0.067 Eh. The total energy comes out at -186401.402 eV. Its HOMO energy is -6.0328 eV.

# C46H43FI2N5O3P2S2W

A structure of composition C46H43FI2N5O3P2S2W (the ωB97M-V functional and the def2-TZVPD basis, OMol25).

XYZ file:
```
105
Properties=species:S:1:pos:R:3:forces:R:3:lowdin_charge:R:1
W -1.779 -2.145 1.698 -1.3 0.2 1.1 1.241
S -1.161 -0.595 3.667 0.2 -0.4 -0.6 0.388
P 0.548 -0.643 2.569 0.3 0.6 -0.3 0.522
C 0.457 -1.934 1.396 0.1 -0.3 2.0 -0.618
P 0.988 -3.483 1.964 -0.2 -0.2 -0.7 0.503
S -0.691 -4.516 2.465 -0.2 0.9 0.1 0.345
C 1.729 -4.294 0.511 0.0 0.2 0.3 -0.357
C 1.971 -5.663 0.491 0.0 0.1 0.0 -0.090
C 2.565 -6.230 -0.622 0.0 -0.2 0.1 -0.074
C 2.933 -5.436 -1.698 0.0 0.1 -0.1 -0.079
C 2.681 -4.074 -1.680 0.1 -0.1 -0.1 -0.110
C 2.067 -3.504 -0.581 0.1 0.1 0.1 -0.106
C 2.174 -3.684 3.319 -0.3 0.2 -0.4 -0.347
C 3.535 -3.702 3.051 0.0 -0.1 0.0 -0.089
C 4.431 -3.717 4.103 0.1 -0.1 0.0 -0.077
C 3.968 -3.708 5.410 0.0 0.0 -0.1 -0.068
C 2.607 -3.700 5.672 0.0 0.0 0.0 -0.065
C 1.703 -3.685 4.628 -0.1 -0.1 -0.1 -0.098
C 1.962 -0.461 3.712 -0.2 -0.3 -0.3 -0.327
C 3.252 -0.489 3.196 0.0 0.0 0.1 -0.092
C 4.329 -0.279 4.034 0.1 0.1 0.0 -0.077
C 4.122 -0.046 5.384 0.0 0.1 0.0 -0.077
C 2.837 -0.030 5.896 0.1 0.1 0.2 -0.074
C 1.752 -0.235 5.065 -0.1 0.0 -0.2 -0.103
C 0.713 0.915 1.627 -0.1 -0.2 0.3 -0.322
C 1.653 0.966 0.606 0.0 0.1 0.0 -0.098
C 1.830 2.134 -0.111 0.1 0.0 0.1 -0.088
C 1.052 3.243 0.176 0.1 0.1 0.0 -0.088
C 0.115 3.193 1.191 0.0 0.1 0.0 -0.071
C -0.050 2.033 1.930 0.1 -0.1 0.1 -0.084
H 1.694 -6.261 1.349 0.0 -0.1 0.0 0.107
H 2.757 -7.292 -0.647 0.0 -0.1 0.0 0.106
H 3.426 -5.879 -2.551 0.0 -0.1 -0.1 0.106
H 2.974 -3.458 -2.517 0.0 0.0 -0.1 0.091
H 1.842 -2.445 -0.539 0.0 0.0 0.0 0.081
H 3.880 -3.709 2.026 0.1 0.0 0.0 0.111
H 5.492 -3.732 3.905 0.1 0.0 0.0 0.109
H 4.672 -3.712 6.228 0.1 0.0 0.1 0.109
H 2.252 -3.704 6.691 0.0 0.0 0.1 0.111
H 0.635 -3.689 4.819 0.0 0.1 0.0 0.089
H 3.409 -0.679 2.145 0.1 0.0 -0.1 0.102
H 5.330 -0.292 3.633 0.1 0.0 0.0 0.109
H 4.968 0.128 6.032 0.1 0.0 0.1 0.106
H 2.677 0.151 6.949 0.0 0.0 0.1 0.108
H 0.742 -0.217 5.452 0.0 0.0 0.1 0.064
H 2.227 0.082 0.367 0.0 -0.1 -0.1 0.095
H 2.560 2.171 -0.904 0.1 0.0 -0.1 0.107
H 1.179 4.150 -0.396 0.0 0.1 -0.1 0.099
H -0.489 4.059 1.414 -0.1 0.1 0.0 0.107
H -0.775 1.986 2.731 -0.1 0.0 0.0 0.088
F 0.971 1.386 -3.527 0.0 0.0 0.0 0.041
C -0.148 1.760 -2.845 -0.2 0.1 0.0 -0.215
C -0.523 0.990 -1.768 -0.2 -0.1 -0.1 0.034
C -1.641 1.341 -0.986 0.1 -0.6 0.2 -0.061
C -2.081 0.548 0.113 -0.8 0.4 0.1 -0.252
O -1.422 -0.532 0.494 0.4 -0.4 -0.5 -0.321
C -3.206 1.030 0.847 0.1 -0.1 0.0 -0.048
C -3.774 2.226 0.538 0.0 -0.5 0.4 0.034
N -3.371 2.981 -0.525 -0.3 -0.1 0.1 0.007
C -3.966 4.265 -0.750 0.0 0.2 -0.1 -0.271
C -4.878 4.477 -1.930 0.1 0.0 0.0 -0.101
C -5.433 4.482 -0.541 0.0 0.0 0.1 -0.082
C -2.326 2.543 -1.326 0.2 0.2 -0.3 -0.120
C -1.947 3.266 -2.441 0.0 -0.1 0.1 0.041
C -0.859 2.881 -3.246 0.2 -0.3 0.3 -0.174
N -0.582 3.638 -4.411 0.2 0.0 -0.2 -0.103
C 0.178 3.025 -5.474 -0.3 0.1 -0.2 -0.154
C -0.156 3.737 -6.783 0.0 -0.9 0.1 -0.092
N 0.184 5.180 -6.642 0.2 0.2 -0.3 0.051
C -0.577 5.785 -5.515 -0.3 0.3 0.9 -0.095
C -0.222 5.027 -4.236 -0.1 0.0 -0.2 -0.142
C -3.804 0.206 1.950 0.1 1.0 -0.2 -0.595
O -4.554 0.695 2.769 0.1 -0.3 -0.1 0.088
O -3.497 -1.057 1.880 0.0 -0.8 -0.1 -0.351
H 0.088 0.146 -1.497 0.0 -0.1 0.1 0.115
H -4.580 2.609 1.143 -0.1 0.0 0.0 0.139
H -3.305 5.087 -0.484 -0.1 0.0 -0.1 0.153
H -5.095 3.620 -2.550 0.0 -0.1 0.0 0.112
H -4.808 5.407 -2.473 0.0 0.1 0.0 0.099
H -6.045 3.645 -0.248 0.0 -0.1 0.0 0.107
H -5.734 5.421 -0.104 0.0 0.1 0.0 0.108
H -2.501 4.145 -2.723 -0.1 0.1 0.0 0.097
H -0.108 1.977 -5.565 0.1 0.1 -0.1 0.145
H 1.266 3.068 -5.304 0.0 -0.1 0.0 0.134
H -1.225 3.659 -6.986 0.1 0.1 0.0 0.144
H 0.409 3.307 -7.610 0.0 0.2 0.0 0.139
H 0.000 5.684 -7.516 0.1 -0.1 0.2 0.190
H 1.189 5.256 -6.431 -0.2 0.1 -0.2 0.187
H -1.641 5.668 -5.726 0.1 0.0 -0.1 0.143
H -0.331 6.844 -5.429 0.1 -0.1 -0.2 0.139
H -0.784 5.441 -3.399 0.1 0.1 -0.1 0.132
H 0.854 5.157 -4.021 0.0 0.0 0.1 0.139
I -0.107 -3.511 -4.171 -0.2 0.0 0.3 0.887
C -0.905 -3.704 -2.263 0.1 0.0 -0.7 -0.736
C -1.262 -4.868 -1.628 -0.5 0.8 0.9 -0.103
N -1.736 -4.503 -0.410 0.5 0.5 -0.6 0.001
N -1.641 -3.150 -0.211 0.3 -1.0 -2.0 -0.131
C -1.160 -2.664 -1.376 -0.4 -0.4 0.8 -0.152
H -1.256 -5.886 -1.951 0.1 -0.3 0.0 0.126
H -1.849 -5.117 0.390 0.0 0.3 0.0 0.070
H -1.035 -1.611 -1.533 0.0 0.1 0.2 0.090
I -3.489 -3.226 4.000 -0.1 -0.2 -0.3 0.867
C -3.457 -3.626 1.856 -0.1 0.1 0.5 -0.731
H -4.452 -3.324 1.503 0.5 0.2 0.0 -0.006
H -3.409 -4.721 1.816 0.3 0.3 -0.1 -0.048
```
Positions in Å, forces in eV/Å.

The net charge is +1. The gap between HOMO and LUMO (spin up / spin down) is 0.142 / 0.238 Eh. The total energy comes out at -122979.446 eV. As for the energy relative to the best compared isomer or geometry (same formula, charge and spin): 181.0 kJ/mol. Its HOMO energy (spin up / spin down) is -6.7880 / -9.4101 eV. As for the multiplicity: 3.